73
Properties=species:S:1:pos:R:3:forces:R:3:lowdin_charge:R:1 method="wB97M-V/def2-TZVPD" e_tot_ev=-70723.8458 lumo_energy_ev=-1.37 spin_multiplicity=1
O 1.5957 7.9235 6.5007 0.90 -2.28 -0.07 0.05
N 2.1082 6.7797 6.5405 1.09 2.30 2.10 -0.32
O 3.0024 6.4679 7.3620 -1.73 0.42 -1.68 0.05
C 1.6503 5.7920 5.6144 -0.69 -1.49 -1.29 -0.15
C 2.1857 4.4914 5.6510 -0.13 0.61 0.10 0.02
C 1.6975 3.5191 4.7849 -0.07 0.12 -0.26 -0.05
C 0.6927 3.8356 3.8559 -0.29 0.16 0.83 -0.26
S 0.0549 2.5671 2.7382 0.99 0.84 -1.01 0.60
C 1.0776 2.5358 1.2274 -1.25 4.40 6.99 -0.75
Cl 2.7265 2.2418 1.6578 0.40 -0.39 -0.33 0.69
O 0.1862 1.2803 3.3832 -0.10 0.13 0.09 -0.34
O -1.2323 3.0231 2.2511 0.03 -0.16 0.29 -0.34
C 0.1494 5.1326 3.8364 0.27 -0.24 -0.11 -0.04
C 0.6349 6.1118 4.6959 0.39 -0.02 0.41 0.02
H 2.9716 4.2695 6.3689 -0.22 0.00 -0.16 0.12
H 2.0979 2.5100 4.8383 -0.14 0.16 -0.08 0.11
H 0.8980 3.5361 0.8256 0.19 -0.30 -0.26 0.07
H -0.6597 5.3777 3.1534 0.15 -0.14 0.07 0.12
H 0.2395 7.1244 4.6852 0.02 -0.27 0.01 0.12
C -3.3550 -3.8100 -2.5954 -0.11 -0.27 -0.34 0.00
N -2.9177 -2.8945 -1.5769 -0.46 -0.34 1.26 -0.01
C -3.3268 -3.0579 -0.2822 -0.64 -0.52 -0.33 -0.40
O -4.1852 -3.8447 0.1152 1.10 0.91 -0.40 0.07
C -2.5122 -2.1078 0.5772 -0.66 0.36 0.09 -0.15
C -1.6456 -2.8761 1.5724 -0.07 -0.26 0.05 -0.07
C -0.6813 -3.7852 0.8505 0.36 -0.28 0.33 -0.22
C -1.1197 -5.0152 0.3417 0.08 0.00 -0.04 -0.04
C -0.2470 -5.8298 -0.3808 0.01 0.13 0.10 -0.08
C 1.0827 -5.4369 -0.5656 -0.04 0.10 0.06 -0.09
C 1.5386 -4.2382 -0.0079 -0.08 -0.04 0.04 -0.08
C 0.6617 -3.4205 0.7087 -0.17 -0.12 -0.22 -0.04
N -1.7379 -1.3617 -0.4116 0.82 0.88 0.16 0.05
C -0.8999 -0.3772 -0.0436 -0.24 -0.45 -0.40 0.03
C -0.0584 0.3105 -0.9291 -0.43 0.47 -0.97 -0.06
C 0.7893 1.3470 -0.5751 0.03 -5.24 -3.39 -0.06
C 1.6983 1.8981 -1.5243 0.71 0.82 -1.89 -0.19
C 2.3249 3.1809 -1.4343 -0.47 -0.50 0.14 -0.05
C 3.0854 3.7148 -2.4661 0.10 -0.30 -0.29 -0.08
C 3.2937 2.9956 -3.6491 -0.27 -0.09 0.22 -0.08
C 2.7437 1.7117 -3.7671 0.18 0.10 0.40 -0.09
C 2.0086 1.1611 -2.7230 -0.28 0.32 0.32 -0.03
C -1.8810 -1.9000 -1.7866 -0.04 -0.07 -0.04 -0.34
C -0.6000 -2.5606 -2.3484 0.00 0.16 0.48 -0.09
C -0.7498 -2.4888 -3.8637 0.18 -0.31 -0.37 -0.16
C -1.7998 -1.3971 -4.1805 0.11 0.20 -0.58 -0.17
C -2.3630 -0.8793 -2.8574 0.03 0.01 0.54 -0.08
H -4.3477 -4.1814 -2.3218 0.23 0.10 -0.06 0.10
H -3.4029 -3.2901 -3.5532 -0.14 -0.16 0.07 0.08
H -2.6748 -4.6721 -2.6914 -0.14 0.23 0.05 0.11
H -3.2054 -1.4253 1.0959 0.24 -0.22 -0.05 0.18
H -1.1139 -2.1631 2.2114 -0.08 -0.15 -0.02 0.12
H -2.3297 -3.4740 2.1894 0.15 0.23 -0.02 0.14
H -2.1498 -5.3357 0.5308 0.37 0.13 -0.17 0.12
H -0.6121 -6.7767 -0.7852 0.19 0.27 0.13 0.11
H 1.7663 -6.0776 -1.1259 -0.19 0.22 0.17 0.10
H 2.5803 -3.9326 -0.1231 -0.29 -0.15 0.01 0.11
H 1.0071 -2.4856 1.1610 -0.02 -0.29 -0.20 0.12
H -0.9241 -0.1149 1.0204 -0.03 -0.03 -0.29 0.15
H -0.1180 -0.0194 -1.9729 -0.14 0.30 0.18 0.07
H 0.6253 1.6446 0.5994 0.55 -0.30 -0.42 -0.07
H 2.2016 3.7675 -0.5310 -0.02 0.04 -0.34 0.07
H 3.5203 4.7075 -2.3446 -0.10 -0.28 -0.04 0.11
H 3.8784 3.4196 -4.4654 -0.17 -0.08 0.23 0.10
H 2.8905 1.1272 -4.6768 0.06 0.15 0.27 0.10
H 1.6578 0.1306 -2.8239 0.07 0.39 0.00 0.10
H 0.2772 -2.0044 -1.9987 -0.18 -0.16 -0.09 0.11
H -0.5114 -3.5787 -1.9467 0.03 0.26 -0.20 0.10
H 0.2103 -2.2602 -4.3424 -0.22 -0.12 0.08 0.11
H -1.0778 -3.4625 -4.2527 0.12 0.27 0.02 0.10
H -1.3326 -0.5818 -4.7473 -0.19 -0.16 0.10 0.11
H -2.6000 -1.8036 -4.8121 0.23 0.15 0.08 0.10
H -3.4598 -0.8307 -2.8432 0.30 0.01 0.03 0.13
H -1.9790 0.1160 -2.6179 -0.17 -0.18 -0.09 0.11

---

107
Properties=species:S:1:pos:R:3:forces:R:3:lowdin_charge:R:1 method="wB97M-V/def2-TZVPD" e_tot_ev=-161207.0238 lumo_energy_ev=1.74 charge=-1 spin_multiplicity=1
C -3.0457 -0.5764 3.8668 0.23 -0.54 -0.01 -0.11
C -2.9675 -2.0224 3.1400 -0.09 1.21 -0.64 -0.24
C -1.6030 -2.1115 2.3055 -0.38 -0.24 -0.44 -0.38
C -1.7320 -2.9940 0.9586 0.08 0.82 -0.19 -0.11
S -0.1843 -2.8697 3.2929 0.77 -3.52 1.31 0.64
O -0.8110 -3.8990 4.2361 1.02 2.94 -2.27 -0.41
O 0.7207 -3.5156 2.2733 -1.70 1.92 1.86 -0.41
N 0.5584 -1.6922 4.2946 1.28 -0.45 -2.96 -0.34
S 2.1854 -1.4030 3.8632 2.69 -1.99 4.77 0.63
O 2.7545 -0.4821 4.9474 -2.12 -1.00 -3.17 -0.44
O 3.0703 -2.6443 3.8845 -2.59 2.85 -1.43 -0.41
C 2.3738 -0.4244 2.2746 0.13 1.65 0.25 -0.24
O 1.3780 -0.7546 1.2619 0.78 3.06 -0.86 -0.16
C 1.1914 0.4798 0.5288 -1.33 2.87 -2.12 -0.19
C 2.3779 1.2774 -0.1065 -2.15 1.24 -0.44 -0.01
C 2.1883 2.6351 -0.8659 -3.79 -2.10 1.71 -0.06
C 0.7354 3.1953 -0.9934 0.34 -2.65 1.55 -0.10
C -0.4740 2.4233 -0.3979 3.75 -1.90 0.63 -0.07
C -0.2502 1.0606 0.3559 2.69 2.02 -1.49 0.03
H -3.3650 -0.7416 4.9510 0.32 0.60 -1.50 0.07
H -3.7916 0.0775 3.2889 1.06 -0.81 1.10 0.08
H -2.0148 -0.0559 3.8618 -1.67 -0.88 0.11 0.06
H -3.1310 -2.8744 3.8786 0.59 1.09 -1.10 0.10
H -3.8317 -2.0371 2.3752 1.57 -0.07 1.28 0.09
H -1.2504 -1.0549 2.0480 -0.46 -1.56 0.34 0.08
H -1.9056 -4.1067 1.2027 0.32 1.84 -0.47 0.09
H -2.6042 -2.5595 0.3320 1.15 -0.83 1.17 0.08
H -0.7949 -2.8364 0.3049 -1.36 -0.56 1.26 0.08
H 3.4596 -0.4255 1.8839 -1.68 -0.66 0.74 0.12
H 2.1713 0.6743 2.5803 0.35 -1.89 -0.04 0.12
H 3.4486 0.8622 -0.0232 -2.05 0.76 -0.08 0.08
H 3.0596 3.2245 -1.3215 -1.43 -1.21 0.88 0.09
H 0.5456 4.2035 -1.5165 0.39 -1.84 0.92 0.08
H -1.5468 2.8025 -0.4561 1.80 -0.45 -0.03 0.08
H -1.1753 0.5338 0.7579 1.61 0.69 -0.53 0.08
C 5.3378 -3.3828 -3.3125 0.29 -0.75 -0.15 -0.04
C 5.7144 -2.0977 -2.5435 0.36 -0.08 -0.77 -0.43
C 4.5752 -1.4057 -1.7926 -0.33 0.35 0.81 -0.29
F 3.5779 -1.0111 -2.6027 0.12 -0.03 -0.11 0.09
F 5.0330 -0.2811 -1.1788 0.43 -0.18 -0.12 0.07
F 6.3330 -1.2420 -3.3953 -0.20 0.08 0.13 0.12
F 6.6570 -2.4521 -1.6216 -0.41 -0.05 0.13 0.11
O 5.0711 -3.2566 -4.7191 -1.03 1.10 0.21 0.03
C 3.7708 -2.8537 -5.0997 0.80 -1.52 1.08 -0.51
C 3.7501 -1.4776 -5.7755 0.07 0.66 -0.38 -0.27
F 4.2969 -0.5232 -4.9886 0.04 -0.23 -0.11 0.09
F 2.4793 -1.0849 -6.0390 0.01 -0.37 0.07 0.10
F 2.9499 -2.9324 -4.0370 -0.22 0.30 -0.47 0.14
F 3.3324 -3.7865 -5.9772 0.08 0.50 -0.25 0.14
H 6.2226 -4.0244 -3.2726 0.01 0.28 -0.09 0.15
H 4.5591 -3.9563 -2.8036 -0.08 0.34 -0.02 0.15
H 4.1569 -2.0571 -1.0198 0.11 -0.14 -0.05 0.18
H 4.3074 -1.4938 -6.7147 0.02 -0.26 0.02 0.17
C 5.4525 2.9282 -6.8147 0.41 0.04 0.80 -0.04
C 4.2995 3.7690 -7.4051 0.88 0.36 -0.08 -0.43
C 3.2079 2.9899 -8.1424 -0.93 0.02 -0.11 -0.30
F 3.6755 2.3042 -9.2009 0.01 0.05 0.01 0.09
F 2.2699 3.8442 -8.6286 0.17 0.18 0.24 0.09
F 4.8237 4.7417 -8.1906 -0.22 -0.18 -0.08 0.12
F 3.7063 4.4146 -6.3584 -0.19 -0.42 -0.08 0.11
O 6.6531 2.8254 -7.5932 -0.83 -0.52 -1.25 0.04
C 6.6555 1.8406 -8.6040 -0.06 0.11 2.00 -0.50
C 6.7262 2.4340 -10.0162 0.02 0.37 -0.73 -0.27
F 5.7186 3.3016 -10.2506 0.24 -0.08 0.22 0.09
F 6.6271 1.4597 -10.9543 0.09 -0.19 0.36 0.10
F 5.5995 1.0224 -8.4205 0.32 -0.22 -0.60 0.13
F 7.7553 1.0829 -8.3851 -0.01 0.25 -0.49 0.14
H 5.7699 3.4510 -5.9081 -0.03 0.13 -0.26 0.15
H 5.1140 1.9501 -6.4634 -0.11 0.11 -0.25 0.14
H 2.7015 2.2896 -7.4720 0.14 0.04 0.15 0.17
H 7.6671 2.9669 -10.1688 0.08 -0.11 0.23 0.17
C -1.3191 5.7892 5.9196 0.67 0.30 0.42 -0.05
C -2.1157 5.7729 4.5962 0.98 -0.56 -0.07 -0.44
C -3.5882 5.3690 4.7016 -0.75 0.04 -0.35 -0.30
F -3.7594 4.1293 5.1888 0.10 0.07 0.00 0.10
F -4.1652 5.3757 3.4708 0.25 0.24 -0.06 0.09
F -1.4587 5.0014 3.6991 -0.35 0.05 0.12 0.13
F -2.0748 7.0449 4.0955 -0.39 0.05 0.27 0.10
O -0.5270 4.6335 6.2295 -1.27 -0.66 -0.19 0.03
C -1.1845 3.5396 6.8404 0.47 1.51 0.36 -0.50
C -1.2242 2.2947 5.9462 0.21 -0.92 -0.55 -0.27
F -1.8087 2.5492 4.7543 0.10 0.28 0.19 0.08
F -1.9429 1.3058 6.5291 0.06 0.43 0.34 0.10
F -2.4051 3.9299 7.2609 -0.03 -0.43 0.06 0.13
F -0.4797 3.2605 7.9606 -0.04 -0.28 -0.38 0.14
H -0.5803 6.5887 5.8128 -0.04 -0.20 -0.22 0.15
H -1.9351 6.0955 6.7691 -0.17 -0.23 -0.19 0.14
H -4.1452 6.0686 5.3314 0.16 0.10 0.05 0.17
H -0.2167 1.9205 5.7500 0.10 0.13 0.18 0.18
C -8.0816 -5.3345 2.3612 -0.60 -0.55 -0.10 -0.04
C -6.9136 -4.7133 1.5646 -0.79 0.41 -0.17 -0.43
C -5.6509 -4.3882 2.3656 1.07 0.08 -0.07 -0.29
F -5.8712 -3.5017 3.3519 -0.22 -0.04 -0.04 0.09
F -4.7141 -3.8311 1.5562 -0.52 -0.47 -0.36 0.07
F -7.3679 -3.6234 0.8992 0.21 -0.03 0.18 0.12
F -6.5668 -5.6196 0.6028 0.20 -0.12 0.37 0.10
O -9.1213 -4.4495 2.8090 1.00 0.86 0.68 0.03
C -8.9007 -3.7453 4.0150 -0.06 -1.81 -0.59 -0.50
C -8.7896 -2.2300 3.8068 0.11 0.85 -0.18 -0.28
F -7.8151 -1.9114 2.9290 -0.23 -0.26 0.05 0.10
F -8.4854 -1.6048 4.9701 -0.17 -0.41 0.09 0.10
F -7.8381 -4.2710 4.6519 -0.18 0.48 0.22 0.14
F -9.9714 -4.0084 4.8015 0.01 0.49 -0.14 0.14
H -8.5938 -6.0052 1.6655 0.06 0.28 -0.06 0.15
H -7.7327 -5.9868 3.1656 0.17 0.31 0.00 0.14
H -5.2153 -5.2915 2.8023 -0.14 -0.10 -0.06 0.18
H -9.7274 -1.8184 3.4277 -0.12 -0.23 0.05 0.17

---

84
Properties=species:S:1:pos:R:3:forces:R:3:lowdin_charge:R:1 method="wB97M-V/def2-TZVPD" e_tot_ev=-103615.3447 s2=8.81 e_above_lowest_kj_mol=0.0 lumo_energy_ev="-0.87 / -3.85" spin_multiplicity=6
Ir -0.0593 -0.6376 0.6019 0.19 -0.13 0.26 1.21
F -4.3425 1.1830 -0.4203 0.03 0.04 0.00 0.14
C -4.8629 -0.0406 -0.3350 -0.08 -0.04 0.02 -0.68
F -5.4530 -0.1788 0.8493 0.01 0.00 0.01 0.15
F -5.7633 -0.2001 -1.2947 0.05 0.00 0.03 0.16
S -3.5157 -1.2862 -0.4883 -0.20 0.12 -0.36 0.59
O -2.6246 -0.9683 0.6058 -0.13 0.14 0.04 -0.39
O -4.1536 -2.5643 -0.4891 0.03 0.05 0.07 -0.25
N -2.8949 -0.9981 -1.8994 -0.08 -0.07 0.07 -0.27
S -1.8449 0.0958 -2.2609 0.14 0.11 0.03 0.62
O -0.8843 0.4036 -1.1850 -0.06 0.01 -0.12 -0.45
O -2.3510 1.2342 -2.9485 -0.01 -0.06 0.01 -0.23
C -0.8491 -0.8593 -3.4837 0.04 -0.01 -0.02 -0.68
F -0.1999 -1.8501 -2.8620 -0.02 0.02 0.02 0.13
F -1.6294 -1.3729 -4.4204 -0.02 0.00 0.01 0.17
F 0.0354 -0.0478 -4.0428 0.05 0.03 0.01 0.16
O 0.1089 -7.5219 -0.7209 -0.31 -0.27 0.04 0.24
C 0.6388 -6.7433 -1.5482 0.71 0.79 0.26 -0.54
O 1.3395 -6.7620 -2.5140 -0.26 -0.25 -0.20 0.17
C 0.3459 -5.3132 -0.8524 -0.14 -0.37 -0.16 -0.05
C -0.9274 -4.9143 -0.5024 0.05 0.07 0.01 0.04
C -1.0768 -3.6195 -0.0341 -0.03 -0.06 0.01 -0.08
N -0.0377 -2.7945 0.1003 -0.02 -0.04 -0.01 -0.01
C 1.1942 -3.2106 -0.2211 0.07 -0.05 -0.01 -0.16
C 1.4377 -4.4823 -0.7092 -0.03 0.09 0.04 0.09
C 2.3570 -2.2357 -0.0291 -0.04 0.02 -0.01 -0.59
O 3.4650 -2.5962 -0.3632 0.02 -0.01 0.01 0.09
O 2.0463 -1.0960 0.4976 0.01 0.01 -0.17 -0.21
H -1.7830 -5.5657 -0.5945 -0.01 -0.01 0.00 0.14
H -2.0514 -3.2415 0.2425 0.12 -0.10 0.02 0.08
H 2.4444 -4.7622 -0.9828 0.00 -0.01 0.00 0.15
C 2.3631 1.1714 -2.0147 -0.01 -0.10 -0.02 0.10
C 3.1126 0.7740 -3.1231 0.00 0.00 0.00 -0.30
C 3.0966 1.5137 -4.3343 -0.01 0.00 -0.01 -0.03
C 3.8165 1.0995 -5.4268 0.00 0.01 -0.01 -0.03
C 4.5864 -0.0695 -5.3562 0.01 0.00 0.00 -0.23
C 4.6264 -0.8138 -4.1695 0.00 0.00 0.00 -0.02
C 3.9081 -0.4022 -3.0741 0.01 0.00 0.01 -0.01
C 5.3346 -0.5012 -6.4994 0.00 0.00 0.01 -0.19
N 5.9357 -0.8473 -7.4171 0.00 0.00 -0.01 0.15
H 1.7438 2.0571 -2.0468 0.00 0.01 -0.01 0.07
H 2.3626 0.5568 -1.1249 0.03 0.10 0.08 0.04
H 2.4962 2.4129 -4.3911 0.00 0.00 0.00 0.12
H 3.7952 1.6659 -6.3480 0.00 0.00 0.00 0.12
H 5.2278 -1.7118 -4.1252 0.00 0.00 0.00 0.12
H 3.9477 -0.9743 -2.1548 -0.01 -0.01 0.00 0.10
C 1.1819 -1.8520 3.8464 -0.02 0.02 0.01 -0.09
C 1.0576 -0.3246 3.9379 -0.01 0.02 0.00 -0.67
C 0.7680 0.0437 5.3961 0.03 0.01 0.01 -0.07
C 2.3780 0.3030 3.4803 -0.01 -0.01 -0.01 -0.08
P -0.3357 0.1763 2.7976 -0.06 0.04 -0.08 1.02
C -1.8170 -0.4780 3.6270 -0.01 -0.01 -0.07 -0.34
C -2.2490 -1.7496 3.2538 0.06 -0.06 0.06 -0.12
C -3.3373 -2.3417 3.8739 -0.02 0.00 0.02 -0.06
C -4.0200 -1.6616 4.8709 0.00 -0.01 -0.02 -0.07
C -3.6041 -0.3931 5.2484 0.00 0.02 0.01 -0.07
C -2.5074 0.1922 4.6349 -0.01 0.01 0.03 -0.09
C -0.4755 2.0350 2.5999 -0.01 -0.01 0.01 -0.67
C -1.8799 2.3313 2.0541 0.01 -0.01 0.05 -0.08
C -0.2106 2.8792 3.8487 -0.02 0.02 0.00 -0.08
C 0.5358 2.4491 1.5158 0.00 -0.01 -0.01 -0.10
H 2.0005 -2.1696 4.4962 0.00 0.00 0.00 0.10
H 1.4156 -2.1780 2.8330 0.01 0.00 -0.03 0.06
H 0.2744 -2.3533 4.1856 -0.01 -0.01 -0.02 0.08
H 1.6192 -0.2749 6.0027 0.00 -0.01 0.01 0.09
H -0.1184 -0.4667 5.7718 0.00 -0.01 0.00 0.08
H 0.6408 1.1145 5.5454 0.01 -0.04 0.01 0.06
H 3.1861 -0.1265 4.0771 0.01 0.00 0.01 0.09
H 2.3967 1.3810 3.6370 0.00 0.02 0.00 0.07
H 2.5903 0.0847 2.4331 -0.01 0.01 0.00 0.06
H -1.7379 -2.2730 2.4550 0.00 0.01 0.11 0.07
H -3.6612 -3.3269 3.5656 0.00 -0.01 0.00 0.11
H -4.8785 -2.1154 5.3481 0.00 0.00 0.01 0.11
H -4.1333 0.1445 6.0241 0.00 0.00 0.00 0.11
H -2.1968 1.1761 4.9550 0.01 0.01 0.00 0.09
H -2.6675 2.1228 2.7763 0.01 0.00 0.04 0.08
H -2.0889 1.7541 1.1532 -0.01 -0.04 -0.05 0.06
H -1.9289 3.3913 1.7937 -0.01 -0.01 -0.02 0.10
H -0.8813 2.6517 4.6752 -0.01 0.00 -0.01 0.07
H -0.3648 3.9284 3.5851 0.00 0.01 0.00 0.09
H 0.8141 2.7808 4.2035 0.01 0.00 -0.02 0.07
H 0.3159 1.9749 0.5534 -0.01 -0.01 0.01 0.04
H 1.5668 2.2236 1.7833 -0.01 -0.01 -0.01 0.07
H 0.4533 3.5276 1.3602 0.01 0.01 0.01 0.10